Computed, not measured: C8H23N2Si as an isolated structure in a non-equilibrium geometry, with ωB97M-V/def2-TZVPD.

Calculated values
Gap between HOMO and LUMO (eV): 10.57
Energy (Ha): -717.33182
ΔE to the lowest compared entry with this formula, charge and spin (kcal per mole): 52.1

```
! wB97M-V def2-TZVPD RIJCOSX def2/J DEFGRID3
* xyz 1 1
C 2.896 0.118 2.555
C 0.934 1.194 -2.442
C 0.941 -2.800 0.097
C -2.041 0.923 -0.425
C 1.431 0.343 2.071
C 1.436 1.585 -1.034
C 1.253 -1.473 -0.694
C -3.474 0.787 -0.213
N -1.156 0.065 0.330
N -3.820 -0.618 -0.233
Si 1.161 0.250 0.202
H 3.493 0.882 2.190
H 3.034 -0.024 3.682
H 3.125 -0.838 2.061
H 1.412 0.424 -2.959
H -0.111 0.929 -2.223
H 1.033 2.127 -3.062
H 0.345 -2.510 0.972
H 0.436 -3.631 -0.378
H 1.882 -3.215 0.191
H -1.848 0.675 -1.496
H -1.793 1.904 -0.072
H 0.954 1.224 2.368
H -3.651 1.249 0.761
H 0.877 2.514 -0.719
H 2.517 1.943 -1.143
H 0.674 -1.569 -1.613
H 2.418 -1.436 -1.017
H -4.007 1.433 -0.961
H -1.439 -0.936 0.190
H -0.964 0.373 1.257
H 0.789 -0.428 2.495
H -4.578 -0.705 0.440
H -4.162 -0.759 -1.180
*
```